Below is the molecule C8H12N2 at a distorted geometry, with properties calculated with ωB97M-V/def2-TZVPD.

The geometry in XYZ format:
```
22
Properties=species:S:1:pos:R:3
C 0.29 2.42 0.58
C -0.17 1.03 0.51
C -1.38 0.65 0.20
C -1.75 -0.80 0.15
C -3.19 -1.17 0.10
N -0.88 -1.65 0.44
N 0.47 -1.42 0.63
C 1.33 -0.93 -0.43
C 2.72 -1.39 -0.43
C 0.94 -0.04 0.65
H 0.26 2.89 1.62
H -0.33 3.13 -0.05
H 1.38 2.37 0.19
H -2.29 1.24 0.15
H -3.52 -2.07 0.74
H -3.40 -1.18 -0.99
H -3.81 -0.23 0.33
H 0.92 -0.81 -1.36
H 2.97 -1.98 0.51
H 3.34 -0.47 -0.68
H 2.77 -2.16 -1.27
H 1.80 0.33 1.31
```

Properties
Structure (SMILES) = CC1=CC(C)=NN2[C@H](C)[C@@H]12
Electronic energy = -421.407416 hartree
Relative energy (zero: lowest compared OMol25 entry of this formula, charge and spin) = 95.9 kcal per mole
Multiplicity = 1
Max |F| = 3.26 eV/Å

Löwdin atomic charge list, values in e, 8 entries: C -0.072; C -0.264; C -0.005; C -0.359; C -0.051; N 0.078; N -0.017; C -0.343

Below is the molecule C8H12N2O2 at a distorted geometry, with properties calculated with ωB97M-V/def2-TZVPD.

The geometry in XYZ format:
```
24
Properties=species:S:1:pos:R:3
C -1.36 -2.45 -2.45
C -0.91 -1.97 -1.09
O -0.13 -2.53 -0.34
C -1.51 -0.61 -0.60
N -0.44 0.31 -0.39
C 0.50 0.68 -1.37
O 0.34 0.44 -2.56
C 1.62 1.26 -0.61
C 1.34 1.24 0.72
C 2.19 1.56 1.91
N 0.17 0.52 0.91
C -0.66 0.84 2.12
H -1.32 -1.45 -2.95
H -0.50 -3.16 -2.72
H -2.36 -2.82 -2.41
H -1.93 -0.84 0.41
H -2.39 -0.17 -1.17
H 2.60 1.63 -1.04
H 1.74 2.30 2.48
H 2.18 0.74 2.53
H 3.20 1.83 1.61
H -1.44 0.16 2.19
H 0.02 0.59 2.87
H -0.95 1.91 1.97
```

Properties
Structure (SMILES) = CC(=O)Cn1c(=O)cc(C)n1C
Electronic energy = -571.962782 hartree
Relative energy (zero: lowest compared OMol25 entry of this formula, charge and spin) = 69.4 kcal per mole
Multiplicity = 1
Max |F| = 4.01 eV/Å

Löwdin atomic charge list, values in e, 8 entries: C -0.008; C -0.430; O 0.083; C -0.079; N -0.011; C -0.439; O 0.037; C 0.048

Below is the ion C8H12N2P with charge +1 at a distorted geometry, with properties calculated with ωB97M-V/def2-TZVPD.

The geometry in XYZ format:
```
23
Properties=species:S:1:pos:R:3
C 3.29 0.40 0.36
C 1.98 0.78 -0.60
C 1.09 2.09 -0.08
N 1.64 0.03 -1.71
P 0.74 -1.44 -1.21
C -0.90 -0.97 -0.35
C -1.47 -1.64 1.02
C -2.87 -1.15 1.62
N -3.87 -0.15 1.14
C -3.32 0.41 -0.12
C -1.95 0.14 -0.91
H 3.48 1.33 1.09
H 4.23 0.18 -0.30
H 3.04 -0.54 1.03
H 0.54 1.81 0.91
H 0.34 2.43 -0.91
H 1.84 2.99 0.12
H 0.43 -2.17 -2.41
H 1.54 -2.28 -0.36
H -0.85 -2.49 1.56
H -3.20 -1.69 2.64
H -4.04 1.21 -0.63
H -1.70 0.73 -1.90
```

Properties
Structure (SMILES) = CC(C)=[N+]=[PH2]c1ccncc1
Electronic energy = -762.312207 hartree
Relative energy (zero: lowest compared OMol25 entry of this formula, charge and spin) = 172.7 kcal per mole
Charge = +1
Multiplicity = 1
Max |F| = 8.34 eV/Å

Löwdin atomic charge list, values in e, 8 entries: C -0.054; C -0.309; C -0.051; N -0.166; P 0.976; C -0.318; C -0.042; C -0.092

Below is the ion C8H12N3O3S with charge +1 at a distorted geometry, with properties calculated with ωB97M-V/def2-TZVPD.

The geometry in XYZ format:
```
27
Properties=species:S:1:pos:R:3
N 1.00 -0.70 -1.49
C 0.30 -0.05 -0.30
N 1.05 0.84 0.56
C 0.71 1.17 1.79
C 1.45 2.11 2.49
C 2.60 2.63 1.88
N 2.97 2.32 0.62
C 2.13 1.54 -0.07
O 2.26 1.49 -1.35
C -1.05 0.55 -0.77
O -1.85 -0.51 -1.01
C -1.89 -1.44 0.02
C -2.49 -2.73 -0.59
O -2.01 -3.05 -1.84
S -0.19 -1.51 0.74
H 0.44 -0.55 -2.33
H 1.37 -1.68 -1.24
H -0.10 0.67 2.24
H 1.14 2.32 3.53
H 3.25 3.35 2.52
H 1.70 0.55 -1.68
H -1.27 1.06 0.16
H -1.14 1.27 -1.60
H -2.54 -1.35 0.91
H -3.52 -2.46 -0.78
H -2.26 -3.52 0.09
H -2.06 -2.33 -2.49
```

Properties
Structure (SMILES) = N[C@@]1([n+]2cccnc2O)CO[C@@H](CO)S1
Electronic energy = -1099.906935 hartree
Relative energy (zero: lowest compared OMol25 entry of this formula, charge and spin) = 19.8 kcal per mole
Charge = +1
Multiplicity = 1
Max |F| = 4.64 eV/Å

Löwdin atomic charge list, values in e, 8 entries: N 0.077; C -0.584; N 0.034; C -0.057; C -0.004; C -0.040; N 0.184; C -0.341

Below is the ion C8H12N3OS with charge +1 at a distorted geometry, with properties calculated with ωB97M-V/def2-TZVPD.

The geometry in XYZ format:
```
25
Properties=species:S:1:pos:R:3
C -2.58 0.08 0.44
C -1.17 0.42 0.17
N -0.90 1.36 -0.81
C 0.38 1.77 -1.26
C 1.22 0.67 -2.00
N 0.63 -0.72 -1.84
C 0.31 -1.59 -0.92
O -0.04 -2.70 -0.81
C -0.16 -0.42 0.80
N 1.00 0.07 1.34
C 1.53 -0.63 2.41
C 0.69 -1.52 2.92
S -0.69 -1.74 1.97
H -2.96 0.69 1.21
H -2.72 -0.96 0.70
H -3.08 0.16 -0.48
H -1.73 1.59 -1.34
H 1.01 2.20 -0.47
H 0.09 2.55 -1.99
H 1.19 0.77 -3.09
H 2.34 0.62 -1.72
H 0.63 -1.14 -2.76
H 1.48 0.88 0.88
H 2.56 -0.32 2.84
H 0.97 -2.08 3.82
```

Properties
Structure (SMILES) = C/C(NCC[NH+]=C=O)=C1/NC=CS1
Electronic energy = -949.387571 hartree
Relative energy (zero: lowest compared OMol25 entry of this formula, charge and spin) = 39.8 kcal per mole
Charge = +1
Multiplicity = 1
Max |F| = 4.12 eV/Å

Löwdin atomic charge list, values in e, 8 entries: C -0.008; C -0.189; N 0.071; C -0.154; C -0.085; N 0.070; C -0.307; O 0.165

Below is the ion C8H12N3OS with charge +1 at a distorted geometry, with properties calculated with ωB97M-V/def2-TZVPD.

The geometry in XYZ format:
```
25
Properties=species:S:1:pos:R:3
C -0.90 2.18 1.40
C -1.26 1.98 -0.04
C -0.76 0.93 1.97
C -1.35 0.68 -0.19
C 1.47 -0.85 -0.49
C -1.83 -0.11 -1.33
C 0.19 -0.93 -2.39
C 2.31 -0.63 2.12
N -1.02 0.00 1.01
N 1.38 -0.49 -1.74
N -0.81 -1.21 1.21
O -0.88 -1.18 -1.52
S 2.80 -0.45 0.35
H -1.11 3.07 1.97
H -1.28 2.65 -0.90
H -0.37 0.65 2.89
H -2.81 -0.50 -1.02
H -1.98 0.50 -2.22
H -0.24 -0.44 -3.32
H 0.41 -1.96 -2.91
H 1.61 0.12 2.50
H 3.38 -0.61 2.47
H 1.87 -1.62 2.14
H 2.05 0.10 -2.34
H -0.88 -1.87 0.39
```

Properties
Electronic energy = -949.261925 hartree
Relative energy (zero: lowest compared OMol25 entry of this formula, charge and spin) = 118.6 kcal per mole
Charge = +1
Multiplicity = 1
Max |F| = 5.24 eV/Å

Löwdin atomic charge list, values in e, 8 entries: C 0.073; C 0.068; C -0.039; C -0.220; C -0.516; C -0.088; C -0.250; C -0.336

Below is the ion C8H12N3S with charge +1 at a distorted geometry, with properties calculated with ωB97M-V/def2-TZVPD.

The geometry in XYZ format:
```
24
Properties=species:S:1:pos:R:3
C 1.75 1.73 1.36
C 2.99 1.68 1.90
C 2.39 -0.39 0.69
C 1.38 0.52 0.60
C 0.20 0.29 -0.21
C -0.15 -2.09 -0.08
C -0.40 -3.50 -0.56
C -2.94 1.79 -0.92
N -0.32 -1.04 -0.75
N -0.65 1.21 -0.66
N -1.82 0.96 -1.39
S 3.80 0.24 1.43
H 1.01 2.63 1.46
H 3.49 2.45 2.39
H 2.52 -1.37 0.35
H 0.30 -1.91 1.00
H -1.01 -3.46 -1.56
H -0.97 -4.20 0.25
H 0.48 -4.11 -0.59
H -3.39 1.45 -0.08
H -2.60 2.87 -0.74
H -3.48 2.06 -1.76
H -0.58 2.21 -0.74
H -2.00 -0.03 -1.40
```

Properties
Electronic energy = -874.137138 hartree
Relative energy (zero: lowest compared OMol25 entry of this formula, charge and spin) = 71.2 kcal per mole
Charge = +1
Multiplicity = 1
Max |F| = 4.48 eV/Å

Löwdin atomic charge list, values in e, 8 entries: C -0.121; C -0.363; C -0.353; C -0.263; C -0.089; C -0.206; C -0.057; C -0.041

Below is a cluster of 4 separate species, C8H12N4 in total at a distorted geometry, with properties calculated with ωB97M-V/def2-TZVPD.

The geometry in XYZ format:
```
24
Properties=species:S:1:pos:R:3
C -8.05 -2.50 6.23
C -7.67 -3.76 5.70
N -7.40 -4.79 5.19
H -8.19 -2.46 7.31
H -9.01 -2.20 5.81
H -7.39 -1.72 5.85
C -5.37 -6.74 6.64
C -6.64 -7.29 7.03
N -7.66 -7.77 7.39
H -5.37 -5.71 6.99
H -5.34 -6.82 5.55
H -4.45 -7.07 7.12
C -9.83 -3.15 12.53
C -10.48 -1.86 12.58
N -10.98 -0.83 12.63
H -10.60 -3.93 12.48
H -9.39 -3.24 13.52
H -9.14 -3.13 11.69
C -6.83 -5.47 9.94
C -7.07 -4.10 9.71
N -7.24 -2.97 9.52
H -5.88 -5.83 9.53
H -7.59 -6.11 9.49
H -6.78 -5.60 11.02
```

Properties
Structure (SMILES) = CC#N.CC#N.CC#N.CC#N
Electronic energy = -530.998235 hartree
Relative energy (zero: lowest compared OMol25 entry of this formula, charge and spin) = 54.3 kcal per mole
Multiplicity = 1
Max |F| = 5.81 eV/Å

Löwdin atomic charge list, values in e, 8 entries: C -0.089; C -0.258; N 0.147; H 0.050; H 0.091; H 0.093; C -0.105; C -0.308

Below is the molecule C8H12NP at a distorted geometry, with properties calculated with ωB97M-V/def2-TZVPD.

The geometry in XYZ format:
```
22
Properties=species:S:1:pos:R:3
C 2.34 1.66 -0.07
C 0.94 1.88 -0.45
C 2.74 0.46 0.34
C 0.23 0.80 -0.57
C 1.82 -0.72 0.48
C -0.62 -1.38 0.20
C -1.91 -1.13 -0.61
C 0.55 -0.61 -0.41
N -2.32 0.22 -0.70
P -2.72 1.15 0.59
H 3.02 2.50 -0.13
H 0.58 2.88 -0.61
H 3.76 0.29 0.65
H 2.35 -1.64 0.22
H 1.53 -0.80 1.53
H -0.79 -1.00 1.21
H -0.41 -2.45 0.24
H -1.77 -1.51 -1.63
H -2.70 -1.74 -0.13
H 0.77 -1.03 -1.40
H -3.63 0.34 1.30
H -3.75 1.84 -0.06
```

Properties
Electronic energy = -707.955688 hartree
Relative energy (zero: lowest compared OMol25 entry of this formula, charge and spin) = 83.6 kcal per mole
Multiplicity = 1
Max |F| = 1.43 eV/Å

Löwdin atomic charge list, values in e, 8 entries: C -0.101; C -0.095; C -0.103; C 0.010; C -0.140; C -0.178; C -0.357; C -0.328